Record 1
Molecular formula: INa
Method: DFT, ωB97M-V with the def2-TZVPD basis set

Computed properties:
E_HOMO: -0.2913 Ha
net charge: 0
energy above the lowest of the compared OMol25 structures with the same formula, charge and spin: 0.0 kJ/mol

Structure (XYZ):
```
2
INa, DFT ωB97M-V with the def2-TZVPD basis set
I 0.44 -0.87 1.03
Na -0.44 0.87 -1.03
```

Okay, here come the natural (NBO) numbers, in e, for every atom: -0.91, 0.91

---

Record 2
Molecular formula: IO2S2
Method: DFT, ωB97M-V with the def2-TZVPD basis set

Computed properties:
E_HOMO (alpha / beta): -0.1700 / -0.1685 Ha
net charge: -1
energy above the lowest of the compared OMol25 structures with the same formula, charge and spin: 225.6 kJ/mol

Structure (XYZ):
```
5
IO2S2, DFT ωB97M-V with the def2-TZVPD basis set
O -0.32 -1.59 0.90
O -0.69 -0.81 -1.36
I 2.23 0.24 0.09
S -0.25 -0.43 0.01
S -0.96 2.59 0.36
```

Okay, here come the natural (NBO) numbers, in e, for every atom: -0.95, -0.95, -0.41, 1.55, -0.24

---

Record 3
Molecular formula: ITi2
Method: DFT, ωB97M-V with the def2-TZVPD basis set

Computed properties:
E_HOMO (alpha / beta): -0.4018 / -0.4878 Ha
net charge: +1
energy above the lowest of the compared OMol25 structures with the same formula, charge and spin: 10.8 kJ/mol
<S²>: 12.004
multiplicity: 7

Structure (XYZ):
```
3
ITi2, DFT ωB97M-V with the def2-TZVPD basis set
I 0.40 -0.32 0.73
Ti -0.95 -2.27 -0.97
Ti 0.55 2.60 0.24
```

Okay, here come the natural (NBO) numbers, in e, for every atom: -0.73, 0.86, 0.87

---

Record 4
Molecular formula: In2O16P4Y
Method: DFT, ωB97M-V with the def2-TZVPD basis set

Computed properties:
E_HOMO: 0.0408 Ha
net charge: -3

Structure (XYZ):
```
23
In2O16P4Y, DFT ωB97M-V with the def2-TZVPD basis set
In -8.33 -11.93 25.02
O -1.17 -10.35 20.80
O -1.96 -12.03 22.56
O -4.65 -12.43 18.20
O -6.37 -13.61 24.69
Y -3.41 -13.46 21.70
O -3.88 -14.70 19.78
O -6.07 -15.69 19.84
O -2.48 -12.43 19.52
O -7.11 -12.37 22.75
O -5.43 -14.15 22.22
O -0.40 -10.32 23.34
P -0.90 -11.06 22.14
O -4.28 -17.36 19.67
O -4.53 -12.35 23.37
O -3.47 -10.22 18.98
P -3.85 -11.68 19.26
O 0.42 -11.58 21.49
O -4.43 -11.85 20.66
P -4.67 -15.93 19.27
O -4.62 -15.70 17.73
In -7.35 -13.61 20.61
P -5.90 -13.12 23.33
```

Mulliken population analysis, charges in e, atoms 1 to 5: 0.61, -0.24, -0.36, -0.54, -0.82

---

Record 5
Molecular formula: In2O24P6Y4
Method: DFT, ωB97M-V with the def2-TZVPD basis set

Computed properties:
E_HOMO: -0.2660 Ha
net charge: 0
energy above the lowest of the compared OMol25 structures with the same formula, charge and spin: 5508.4 kJ/mol

Structure (XYZ):
```
36
In2O24P6Y4, DFT ωB97M-V with the def2-TZVPD basis set
P 3.94 0.88 3.08
O -0.82 -4.21 -5.45
O 3.65 2.49 3.04
O -0.59 5.94 6.19
O 3.34 0.10 4.32
O -2.09 2.56 -0.95
O 2.81 -1.92 -3.14
O 5.17 -1.36 -3.05
P -2.48 -1.14 3.23
In -5.49 -3.00 -1.37
Y 0.64 -1.91 -0.18
O 0.13 3.86 6.28
O -1.91 3.68 5.47
O -0.06 1.46 -1.31
O -0.60 4.65 3.81
O -1.65 -6.61 -4.98
P -0.74 4.72 5.39
O -1.39 -4.49 -3.07
O 4.47 -3.81 -3.81
Y 1.82 4.29 0.39
O -1.29 2.21 -3.42
P 4.18 -2.47 -2.99
O -1.17 -0.39 2.98
Y -3.97 3.80 2.49
P -1.55 1.64 -1.96
O 3.51 0.17 1.67
O 4.20 -2.93 -1.50
O -3.58 -0.08 3.22
In -2.74 5.52 -7.14
Y -0.32 -0.65 -5.38
O 5.47 0.64 2.97
O -2.30 -2.12 2.11
P -1.72 -5.09 -4.52
O -2.06 -2.00 4.50
O -1.68 0.08 -2.14
O -3.12 -4.53 -4.79
```

natural (NBO) population analysis, charges in e, atoms 1 to 5: 2.34, -0.80, -0.99, -0.91, -0.81

---

Record 6
Molecular formula: InN2O6
Method: DFT, ωB97M-V with the def2-TZVPD basis set

Computed properties:
E_HOMO: -0.4143 Ha
net charge: +1
energy above the lowest of the compared OMol25 structures with the same formula, charge and spin: 167.6 kJ/mol

Structure (XYZ):
```
9
InN2O6, DFT ωB97M-V with the def2-TZVPD basis set
In 0.67 1.52 -1.39
O -4.68 2.85 1.32
N -5.72 3.34 1.75
O 6.65 -3.28 -1.27
O 5.38 -4.82 -1.91
N 5.54 -3.78 -1.37
O -5.95 3.33 2.96
O 4.62 -3.01 -1.12
O -6.52 3.87 1.02
```

natural (NBO) population analysis, charges in e, atoms 1 to 5: 1.00, -0.28, 0.70, -0.21, -0.22

---

Record 7
Molecular formula: InO4P
Method: DFT, ωB97M-V with the def2-TZVPD basis set

Computed properties:
E_HOMO: -0.3963 Ha
net charge: 0
energy above the lowest of the compared OMol25 structures with the same formula, charge and spin: 24.5 kJ/mol

Structure (XYZ):
```
6
InO4P, DFT ωB97M-V with the def2-TZVPD basis set
In 1.70 1.92 0.62
O -1.07 -0.23 -1.43
O 1.16 -0.47 -0.36
O -0.93 -1.65 0.54
O -0.55 0.86 0.72
P -0.32 -0.42 -0.09
```

natural (NBO) population analysis, charges in e, atoms 1 to 5: 0.92, -0.60, -0.91, -0.72, -1.08

---

Record 8
Molecular formula: N4O2
Method: DFT, ωB97M-V with the def2-TZVPD basis set

Computed properties:
E_HOMO (alpha / beta): -0.3828 / -0.3464 Ha
net charge: 0
energy above the lowest of the compared OMol25 structures with the same formula, charge and spin: 244.9 kJ/mol

Structure (XYZ):
```
6
N4O2, DFT ωB97M-V with the def2-TZVPD basis set
N 1.51 -0.24 0.01
N 0.78 -1.14 -0.13
O -0.99 1.25 0.10
N 2.19 0.66 -0.07
O -2.15 -0.66 0.03
N -1.34 0.13 0.07
```

natural (NBO) population analysis, charges in e, atoms 1 to 5: 0.11, -0.18, -0.25, -0.07, -0.20